Entry 1:
Entry from OMol25: C42H62BBrLuN5O3P2S as an isolated structure in a non-equilibrium geometry (ωB97M-V/def2-TZVPD).

```
118
C42H62BBrLuN5O3P2S ωB97M-V/def2-TZVPD
Lu 15.351 15.098 10.748
C 18.636 12.595 7.428
C 19.909 13.405 7.471
C 20.997 12.539 8.141
C 20.310 13.651 6.055
P 19.558 15.093 8.311
C 19.669 14.488 10.115
N 19.060 15.319 11.162
B 17.694 15.810 11.263
N 17.808 16.750 12.368
C 16.886 17.768 12.860
P 15.489 18.007 11.628
C 16.316 19.180 10.392
C 16.524 20.619 10.932
C 15.452 19.330 9.126
C 17.651 18.607 9.965
C 14.230 18.815 12.725
C 13.121 19.479 11.816
C 13.596 17.703 13.507
C 14.839 19.831 13.757
C 19.078 16.637 13.038
C 19.554 17.236 14.172
C 20.863 16.964 14.546
C 21.702 16.110 13.747
C 21.183 15.476 12.601
C 19.839 15.705 12.240
C 21.075 16.195 8.127
C 22.486 15.629 8.164
C 20.863 16.933 6.819
C 21.018 17.215 9.252
H 18.151 12.568 8.413
H 18.814 11.579 7.065
H 17.934 13.076 6.765
H 21.221 11.624 7.554
H 21.891 13.124 8.324
H 20.659 12.080 9.135
H 20.526 12.673 5.597
H 19.545 14.178 5.505
H 21.242 14.206 5.958
H 19.167 13.487 10.008
H 20.745 14.308 10.274
H 16.467 17.493 13.810
H 17.397 18.721 12.979
H 15.574 21.129 11.122
H 17.008 20.548 11.890
H 17.135 21.204 10.224
H 14.382 19.582 9.308
H 15.946 20.146 8.528
H 15.313 18.408 8.549
H 18.432 18.558 10.753
H 17.485 17.578 9.669
H 18.087 19.249 9.183
H 12.711 18.871 11.035
H 12.324 19.890 12.462
H 13.647 20.319 11.301
H 12.997 17.028 12.911
H 14.353 17.085 14.012
H 12.949 18.156 14.284
H 15.334 20.656 13.285
H 14.051 20.202 14.445
H 15.552 19.337 14.381
H 18.857 17.841 14.774
H 21.255 17.350 15.504
H 22.710 16.019 14.047
H 21.838 14.911 12.033
H 22.731 14.843 7.413
H 23.193 16.432 8.036
H 22.822 15.104 9.094
H 20.806 16.338 5.925
H 19.962 17.496 6.901
H 21.634 17.667 6.760
H 21.218 16.770 10.256
H 21.770 17.970 8.969
H 20.094 17.764 9.352
S 12.054 13.819 14.246
C 13.164 14.286 13.167
N 13.957 14.672 12.385
C 10.616 13.555 9.712
C 10.701 13.688 8.180
N 10.193 14.940 7.606
C 8.731 15.071 7.419
C 8.119 16.007 8.404
C 10.946 15.938 7.012
O 10.444 16.804 6.339
C 12.428 15.992 7.333
C 13.239 16.189 6.194
C 14.600 16.242 6.324
C 15.103 15.939 7.583
N 14.349 15.681 8.642
C 13.023 15.731 8.531
H 10.958 12.547 9.960
H 9.590 13.671 10.105
H 11.264 14.248 10.139
H 10.080 12.920 7.660
H 11.656 13.520 7.735
H 8.297 14.088 7.575
H 8.535 15.407 6.422
H 8.099 15.639 9.414
H 7.098 16.091 8.067
H 8.664 16.932 8.277
H 12.661 16.464 5.288
H 15.266 16.521 5.487
H 16.217 15.931 7.754
H 12.342 15.675 9.390
Br 16.717 6.421 9.608
C 16.148 8.192 9.510
C 16.357 8.751 8.249
C 16.103 10.109 8.118
C 15.645 10.867 9.190
C 15.365 10.225 10.406
C 15.648 8.888 10.585
C 15.326 12.332 8.936
O 14.698 12.685 7.942
O 15.723 13.170 9.856
H 16.844 8.184 7.462
H 16.248 10.526 7.133
H 14.942 10.820 11.202
H 15.551 8.462 11.571
```



Entry 2:
Entry from OMol25: C42H64BBr2F3N6O5 as an isolated structure in a non-equilibrium geometry (ωB97M-V/def2-TZVPD).

```
123
C42H64BBr2F3N6O5 ωB97M-V/def2-TZVPD
N -0.886 -8.015 -1.601
C -1.129 -7.267 -0.560
O -1.346 -6.600 0.737
C -0.710 -5.262 0.763
C 0.918 -5.085 1.104
C 1.734 -6.481 1.392
C 1.881 -6.586 3.051
N 0.753 -6.351 3.812
C 1.612 -3.563 1.138
C 3.218 -3.431 1.431
C 4.078 -4.152 0.191
C 4.561 -3.036 -0.956
F 5.326 -1.908 -0.372
Br 2.913 -2.438 -1.987
C 5.450 -3.923 -2.054
F 6.396 -4.872 -1.410
F 6.249 -3.032 -2.939
Br 4.280 -5.050 -3.266
C 0.667 -2.249 0.880
C -0.936 -2.475 0.544
C -1.649 -3.950 0.459
C -3.242 -4.135 0.113
C -3.961 -3.986 1.738
C -3.942 -5.460 2.656
O -5.279 -4.793 1.970
C -1.863 -1.156 0.245
O -3.124 -0.960 0.642
C -1.124 0.083 -0.601
C -1.911 1.013 -1.708
C -1.113 2.247 -2.462
C 0.461 2.524 -2.081
C 1.231 1.570 -0.965
B 2.807 1.968 -0.634
N 3.016 2.764 0.678
O 3.955 1.621 -1.498
C 0.480 0.332 -0.198
C 1.182 -0.670 0.927
O 2.063 -0.283 1.854
H 1.128 -7.453 1.081
H 2.824 -6.517 0.971
H 2.888 -6.812 3.609
H 0.987 -6.426 4.836
H 3.490 -4.014 2.409
H 3.629 -2.338 1.496
H 5.016 -4.647 0.735
H 3.429 -4.937 -0.404
H -3.554 -5.205 -0.241
H -3.693 -3.258 -0.518
H -3.771 -2.913 2.359
H -4.099 -6.462 2.051
H -4.255 -5.314 3.777
H -3.050 0.786 -1.914
H -1.741 2.897 -3.241
H 1.036 3.420 -2.583
H 3.223 2.116 1.469
H 3.745 3.501 0.554
H 3.927 2.293 -2.245
C -1.891 5.592 -5.496
C -1.477 6.809 -4.671
N -0.362 6.557 -3.755
C -0.155 7.637 -2.785
C 0.268 8.999 -3.325
C 0.860 6.015 -4.354
C 1.526 6.829 -5.458
H -2.136 4.742 -4.851
H -2.781 5.832 -6.086
H -1.108 5.287 -6.197
H -2.356 7.105 -4.085
H -1.262 7.639 -5.353
H 0.576 7.314 -2.032
H -1.089 7.771 -2.224
H 1.318 9.006 -3.623
H 0.156 9.757 -2.542
H -0.341 9.320 -4.175
H 0.634 5.020 -4.755
H 1.599 5.822 -3.565
H 0.809 7.227 -6.180
H 2.226 6.193 -6.012
H 2.109 7.658 -5.051
C -6.977 -8.355 3.863
C -6.367 -9.377 2.904
N -5.008 -9.790 3.259
C -4.339 -10.550 2.198
C -4.925 -11.908 1.826
C -4.821 -10.316 4.613
C -5.645 -11.535 5.017
H -6.340 -7.469 3.953
H -7.951 -8.031 3.485
H -7.138 -8.775 4.860
H -6.346 -8.905 1.914
H -7.045 -10.235 2.828
H -3.281 -10.682 2.457
H -4.327 -9.929 1.293
H -4.692 -12.667 2.576
H -4.488 -12.252 0.882
H -6.009 -11.873 1.687
H -5.033 -9.512 5.326
H -3.759 -10.541 4.775
H -6.689 -11.462 4.702
H -5.642 -11.634 6.109
H -5.223 -12.458 4.615
C 1.457 11.568 0.422
C 2.969 11.529 0.638
N 3.477 10.219 1.052
C 4.867 10.259 1.517
C 5.941 10.636 0.500
C 3.144 9.089 0.183
C 3.590 9.163 -1.274
H 0.920 11.236 1.317
H 1.142 12.593 0.204
H 1.148 10.946 -0.423
H 3.192 12.259 1.425
H 3.463 11.887 -0.271
H 5.129 9.292 1.964
H 4.926 10.974 2.349
H 6.149 9.815 -0.188
H 6.879 10.858 1.020
H 5.674 11.523 -0.081
H 2.057 8.952 0.198
H 3.535 8.162 0.622
H 3.409 10.144 -1.721
H 3.033 8.429 -1.867
H 4.649 8.919 -1.384
```



Energy relative to the best compared isomer or geometry (same formula, charge and spin) (kJ/mol)
229.4; 2655.9
E (eV)
-191909.941; -212655.448